(1)
The following is a DFT calculation (ωB97M-V/def2-TZVPD) of a molecular structure, C27H56NO15S2 at a distorted geometry.

```
101
Properties=species:S:1:pos:R:3:forces:R:3
C -1.840 -3.535 -1.424 0.583 0.861 -0.038
C -0.814 -2.552 -2.032 -0.474 -0.025 0.128
C 0.595 -3.094 -1.902 -0.284 -0.399 -0.266
C -0.968 -1.119 -1.515 0.934 -0.783 -0.015
C -0.540 -0.874 -0.066 -1.372 1.150 -0.300
C -1.667 -1.166 0.915 0.472 -0.070 0.525
C -0.228 0.629 0.091 -0.265 -0.881 0.067
O -1.304 1.374 -0.529 0.278 0.248 -0.278
S -1.017 2.934 -0.781 0.657 1.596 -0.170
O -0.015 3.327 0.168 0.913 -0.260 0.418
O -2.239 3.640 -0.607 -1.396 -0.376 -0.067
N -0.435 3.219 -2.267 -0.197 -1.719 0.546
S -0.778 2.167 -3.413 -0.015 1.435 -0.061
O -2.056 1.538 -3.306 -0.437 -0.808 0.344
O -0.529 2.822 -4.666 0.571 0.235 -0.715
H -2.256 -4.145 -2.207 -0.181 -0.391 -0.065
H -2.624 -2.974 -0.938 -0.411 0.015 0.074
H -1.336 -4.142 -0.687 -0.116 -0.424 0.281
H -1.032 -2.514 -3.095 -0.044 0.185 -0.324
H 0.607 -4.090 -2.330 0.094 -0.323 -0.063
H 1.306 -2.506 -2.468 0.303 0.340 0.079
H 0.886 -3.199 -0.864 0.227 0.105 0.230
H -1.980 -0.792 -1.688 -0.348 0.298 0.033
H -0.327 -0.505 -2.136 0.101 0.268 -0.317
H 0.322 -1.463 0.210 0.403 -0.023 0.032
H -1.942 -2.204 0.916 -0.335 -0.358 -0.131
H -1.301 -0.965 1.918 0.015 0.068 0.285
H -2.517 -0.515 0.755 -0.295 0.056 -0.268
H 0.727 0.889 -0.345 0.213 0.211 -0.143
H -0.256 0.854 1.149 0.374 0.343 0.223
H 0.198 1.232 -3.341 -0.167 -0.206 0.194
O -0.320 -3.691 2.016 0.174 -0.215 -0.071
C -0.615 -4.041 3.122 -0.244 0.243 0.086
O -0.720 -5.369 3.374 0.176 -0.164 -0.122
C -0.879 -5.898 4.687 -0.109 -0.013 0.123
C -2.334 -5.933 5.112 -0.065 0.087 -0.042
C -0.955 -3.050 4.208 0.416 -0.018 0.203
H -0.255 -5.359 5.401 -0.032 0.051 0.005
H -0.487 -6.913 4.633 0.027 -0.001 -0.089
H -2.759 -4.931 5.163 0.033 0.022 0.057
H -2.434 -6.400 6.092 0.010 -0.012 0.001
H -2.921 -6.500 4.390 0.026 -0.052 0.003
H -2.006 -2.775 4.121 -0.013 -0.002 -0.023
H -0.347 -2.162 4.061 -0.107 0.081 -0.106
H -0.757 -3.407 5.216 -0.149 -0.044 0.003
O -1.048 -6.214 -2.533 0.151 -0.179 -0.006
C -1.905 -7.015 -2.764 0.104 -0.160 -0.185
O -2.634 -7.502 -1.736 -0.042 0.141 0.166
C -3.801 -8.302 -1.916 -0.062 -0.150 -0.051
C -3.462 -9.771 -2.071 0.108 -0.011 -0.056
C -2.138 -7.550 -4.161 -0.357 0.206 -0.069
H -4.403 -7.928 -2.745 0.031 -0.013 -0.042
H -4.388 -8.152 -1.012 0.054 0.067 0.043
H -2.862 -9.952 -2.962 -0.051 0.005 -0.045
H -4.373 -10.367 -2.142 -0.011 0.006 0.011
H -2.884 -10.114 -1.213 -0.039 0.009 0.044
H -1.457 -8.383 -4.335 0.004 -0.024 0.014
H -1.910 -6.757 -4.867 0.168 0.008 0.040
H -3.158 -7.875 -4.352 0.048 -0.131 0.047
O 4.208 4.714 -9.154 0.053 -0.018 -0.015
C 3.350 5.111 -8.408 -0.214 0.005 -0.097
O 2.959 4.338 -7.389 0.226 -0.034 0.105
C 2.087 4.802 -6.339 -0.260 0.024 0.156
C 0.628 4.665 -6.700 -0.001 0.170 -0.413
C 2.651 6.432 -8.651 0.231 0.245 0.242
H 2.351 5.821 -6.052 0.034 0.015 -0.065
H 2.308 4.168 -5.484 0.066 -0.090 -0.062
H 0.367 5.280 -7.566 0.058 0.079 0.043
H 0.003 4.961 -5.861 -0.005 -0.114 0.061
H 0.396 3.633 -6.948 -0.037 -0.051 0.149
H 1.830 6.270 -9.347 -0.035 -0.022 0.012
H 3.366 7.115 -9.102 0.011 -0.097 -0.147
H 2.268 6.903 -7.750 -0.145 -0.086 -0.019
O 0.635 0.255 5.545 -0.103 -0.185 0.089
C 0.358 1.420 5.452 0.185 0.169 -0.316
O -0.938 1.772 5.336 -0.125 -0.144 0.260
C -1.374 3.134 5.418 -0.032 0.226 -0.143
C -1.270 3.843 4.086 0.107 -0.082 -0.097
C 1.424 2.484 5.358 -0.009 0.121 0.388
H -0.835 3.660 6.208 0.056 -0.027 0.004
H -2.415 3.081 5.735 -0.007 -0.137 -0.008
H -0.239 3.894 3.739 0.003 0.053 -0.013
H -1.659 4.860 4.162 -0.031 -0.006 0.014
H -1.835 3.310 3.323 -0.041 0.028 -0.013
H 1.739 2.569 4.319 0.022 0.039 -0.012
H 2.278 2.180 5.957 0.046 -0.171 -0.131
H 1.109 3.460 5.717 -0.038 0.046 -0.163
O 5.050 3.583 4.031 -0.042 -0.082 0.076
C 4.754 4.737 3.898 0.155 0.125 -0.214
O 3.453 5.070 3.798 -0.167 -0.208 0.242
C 2.976 6.415 3.839 -0.035 0.220 -0.173
C 3.011 7.066 2.472 0.088 -0.076 -0.084
C 5.806 5.814 3.757 -0.025 0.150 0.367
H 3.516 6.995 4.591 0.064 -0.020 -0.021
H 1.945 6.339 4.181 -0.005 -0.114 0.014
H 4.029 7.146 2.091 0.017 0.058 0.040
H 2.581 8.068 2.517 -0.019 -0.001 0.013
H 2.441 6.471 1.759 -0.062 0.004 0.026
H 6.106 5.876 2.712 -0.022 0.007 -0.026
H 6.668 5.524 4.353 0.041 -0.137 -0.100
H 5.487 6.796 4.098 -0.053 0.018 -0.148
```
Forces are in eV/Å.

Output
* maximum force: 0.035 hartree/bohr
* energy relative to the best compared isomer or geometry (same formula, charge and spin): 0.0 kJ/mol
* LUMO energy: 2.036 eV
* spin multiplicity: 1
* total charge: -1
* HOMO level: -5.79 eV


(2)
The following is a DFT calculation (ωB97M-V/def2-TZVPD) of a molecular structure, C27H57AsN5OPtSSb2Si3.

```
98
Properties=species:S:1:pos:R:3:forces:R:3
Pt -0.582 0.382 0.623 0.069 0.060 -0.091
C 2.074 -3.643 0.978 -0.002 0.009 0.002
Sb 1.335 -1.854 1.896 -0.026 0.072 0.004
C 0.352 -2.733 3.565 0.022 0.011 0.000
C 3.100 -1.361 3.069 -0.031 -0.021 0.005
C 4.282 -0.886 2.296 0.041 0.021 0.018
C 5.318 -1.773 2.004 -0.010 -0.008 -0.020
C 6.443 -1.368 1.304 -0.002 -0.007 0.001
C 6.557 -0.047 0.894 -0.002 0.006 -0.001
C 5.534 0.842 1.173 0.006 0.007 0.003
C 4.387 0.441 1.856 0.002 0.004 0.007
C 3.271 1.414 2.051 -0.023 -0.009 0.009
Sb 1.898 1.336 0.387 0.074 -0.035 -0.018
C 3.119 0.389 -1.068 -0.043 -0.042 -0.012
C 1.956 3.374 -0.205 -0.024 0.017 0.012
H 2.412 -4.327 1.757 -0.003 0.001 0.003
H 2.906 -3.402 0.318 -0.004 -0.003 -0.003
H 1.274 -4.104 0.402 0.002 -0.002 -0.004
H 1.082 -3.340 4.100 -0.003 -0.004 0.001
H -0.471 -3.362 3.237 -0.020 -0.017 -0.020
H -0.020 -1.950 4.224 -0.003 -0.006 -0.004
H 3.327 -2.291 3.593 0.009 0.001 0.002
H 2.749 -0.635 3.803 0.017 -0.003 0.002
H 5.243 -2.798 2.350 0.000 0.000 0.000
H 7.234 -2.075 1.096 0.001 0.000 0.002
H 7.440 0.288 0.367 -0.001 0.001 -0.001
H 5.622 1.876 0.856 0.001 0.001 0.001
H 3.632 2.443 2.038 -0.004 0.004 0.006
H 2.681 1.262 2.950 0.011 0.004 -0.010
H 3.959 1.035 -1.318 0.000 0.007 0.010
H 2.525 0.189 -1.954 0.015 -0.017 0.003
H 3.499 -0.548 -0.660 0.003 0.004 0.002
H 2.993 3.646 -0.402 0.006 -0.013 0.015
H 1.559 3.979 0.609 -0.006 0.015 0.006
H 1.353 3.538 -1.092 0.032 -0.011 -0.008
N -2.707 1.654 6.732 0.006 -0.009 0.002
C -1.968 1.791 5.619 -0.031 0.026 -0.016
N -2.137 2.887 4.873 0.014 -0.003 0.043
N -1.137 0.803 5.330 -0.044 -0.142 -0.036
C -0.439 0.862 4.230 0.063 0.239 0.069
N 0.234 0.875 3.280 -0.028 -0.150 -0.085
H -3.252 2.409 7.104 -0.001 0.001 -0.001
H -2.531 0.850 7.309 0.000 0.001 0.003
H -2.772 3.614 5.152 -0.006 -0.002 -0.006
H -1.548 3.094 4.074 0.007 -0.001 -0.011
C -0.596 -1.524 -4.886 0.006 0.004 -0.001
Si -0.598 -1.744 -3.031 -0.004 -0.012 0.011
C -1.862 -3.017 -2.522 -0.023 -0.005 0.058
C 1.084 -2.281 -2.421 0.010 0.015 0.006
As -1.130 0.309 -1.956 0.005 0.015 0.069
Si -3.504 0.470 -2.068 0.003 0.000 -0.016
C -4.135 -0.253 -3.673 -0.017 -0.015 0.006
C -3.952 2.276 -1.949 -0.012 0.004 -0.011
C -4.213 -0.473 -0.626 0.003 0.004 -0.004
Si -0.477 2.104 -3.393 0.000 -0.022 -0.001
C 1.332 1.885 -3.819 -0.002 0.023 -0.013
C -0.778 3.737 -2.529 -0.025 -0.003 -0.027
C -1.471 2.087 -4.975 0.012 -0.021 -0.012
H -0.342 -2.478 -5.356 0.002 0.000 -0.001
H 0.140 -0.788 -5.214 -0.011 -0.004 -0.012
H -1.577 -1.222 -5.257 0.002 -0.004 0.004
H -1.552 -3.993 -2.904 -0.002 -0.006 -0.008
H -2.859 -2.809 -2.909 0.046 -0.027 0.025
H -1.911 -3.079 -1.434 0.016 0.027 -0.148
H 1.237 -3.336 -2.664 0.007 -0.003 0.001
H 1.156 -2.169 -1.336 -0.016 -0.002 -0.018
H 1.894 -1.716 -2.884 0.000 0.004 -0.001
H -3.662 0.187 -4.550 0.022 0.044 -0.029
H -5.207 -0.046 -3.737 0.002 -0.001 -0.014
H -4.009 -1.335 -3.728 -0.019 0.061 0.003
H -3.714 2.816 -2.867 -0.010 0.004 0.024
H -3.441 2.762 -1.117 0.005 -0.006 0.021
H -5.030 2.363 -1.787 0.005 0.009 0.002
H -3.838 -1.497 -0.591 -0.004 0.009 -0.013
H -5.302 -0.509 -0.718 -0.001 -0.003 0.008
H -3.966 0.017 0.316 0.011 0.007 0.023
H 1.994 2.083 -2.976 -0.010 0.015 0.002
H 1.587 2.600 -4.607 0.008 -0.004 0.000
H 1.552 0.885 -4.199 0.004 0.007 0.010
H -0.783 3.663 -1.443 -0.012 -0.010 0.038
H -1.742 4.148 -2.834 -0.003 -0.004 0.014
H -0.009 4.456 -2.826 -0.005 0.002 -0.002
H -1.384 1.156 -5.534 -0.001 -0.003 -0.002
H -1.088 2.893 -5.608 -0.002 -0.008 -0.009
H -2.526 2.293 -4.796 -0.014 -0.030 0.000
C -2.262 -3.636 0.928 0.005 -0.001 0.069
O -1.275 -2.623 0.732 0.011 0.004 0.003
C -1.487 -1.396 1.316 -0.003 0.037 0.158
C -2.516 -1.217 2.387 -0.018 -0.050 -0.011
H -2.402 -3.855 1.988 0.000 0.003 0.005
H -1.893 -4.524 0.421 -0.003 -0.002 0.008
H -3.221 -3.343 0.496 -0.008 -0.008 0.006
H -3.508 -1.582 2.095 -0.002 0.005 -0.012
H -2.622 -0.157 2.621 0.006 -0.005 -0.005
H -2.242 -1.720 3.324 -0.007 -0.005 -0.011
S -1.050 4.688 2.202 0.045 0.018 -0.032
C -1.239 3.328 1.359 -0.050 -0.012 0.049
N -1.383 2.337 0.737 -0.032 -0.048 -0.095
```
Forces are in eV/Å.

Output
* maximum force: 0.005 hartree/bohr
* energy relative to the best compared isomer or geometry (same formula, charge and spin): 0.0 kJ/mol
* LUMO energy (alpha / beta): -1.541 / -4.474 eV
* spin multiplicity: 5
* total charge: +1
* HOMO level (alpha / beta): -8.54 / -10.50 eV


(3)
The following is a DFT calculation (ωB97M-V/def2-TZVPD) of 7 unconnected molecules or ions with the total composition C27H57BrNO9.

```
95
Properties=species:S:1:pos:R:3:forces:R:3
O 5.260 -2.727 -3.449 -0.189 -0.001 -0.119
C 4.988 -1.576 -3.851 0.247 -0.152 0.365
O 5.433 -0.482 -3.433 -0.079 0.017 -0.131
C 3.983 -1.484 -5.035 -0.058 0.726 -0.103
N 2.538 -1.632 -4.714 0.522 -0.803 0.164
Br 2.146 -1.357 -2.889 -0.127 0.304 -0.188
C 1.917 -2.845 -5.183 -0.175 -0.052 -0.118
O 0.799 -2.564 -6.061 -0.094 -0.198 0.257
C -0.246 -1.965 -5.379 0.248 0.065 -0.062
C -0.256 -0.581 -5.286 -0.084 -0.111 -0.128
C -1.251 0.048 -4.556 0.160 -0.141 -0.176
C -2.235 -0.710 -3.934 -0.233 0.176 0.141
C -2.228 -2.092 -4.047 0.103 -0.164 -0.014
C -1.225 -2.732 -4.766 0.122 0.090 -0.131
H 4.263 -2.231 -5.777 -0.157 -0.123 0.034
H 4.114 -0.495 -5.483 -0.080 0.002 0.022
H 1.554 -3.482 -4.373 -0.004 0.128 0.089
H 2.601 -3.434 -5.791 0.060 0.163 -0.088
H 0.553 -0.047 -5.758 -0.066 0.142 0.109
H -1.226 1.127 -4.467 -0.078 -0.008 0.070
H -3.005 -0.221 -3.348 0.014 0.014 -0.019
H -2.989 -2.682 -3.552 -0.029 0.027 -0.003
H -1.164 -3.809 -4.858 -0.107 -0.013 0.070
C 1.374 0.823 1.792 -0.114 0.136 0.048
C 0.366 0.200 0.840 0.250 -0.080 0.178
C -0.572 -0.769 1.540 -0.047 -0.021 -0.089
O 1.086 -0.449 -0.207 -0.265 -0.025 -0.004
H 2.008 0.044 2.216 0.033 0.006 0.067
H 2.029 1.501 1.246 0.021 0.009 0.020
H 0.903 1.374 2.611 -0.073 -0.041 -0.041
H -0.223 0.982 0.357 0.040 -0.031 -0.118
H -0.004 -1.588 1.992 0.031 0.041 0.046
H -1.270 -1.208 0.825 0.005 0.030 -0.009
H -1.145 -0.277 2.327 -0.006 -0.027 0.015
H 1.618 -1.141 0.203 0.078 0.017 -0.051
C -2.041 -0.022 6.605 0.084 -0.055 -0.061
C -2.515 0.540 5.274 -0.171 -0.057 0.210
C -3.725 1.447 5.443 -0.009 0.039 -0.109
O -2.808 -0.515 4.360 0.073 0.069 -0.067
H -2.825 -0.631 7.065 -0.030 0.045 0.026
H -1.173 -0.664 6.462 0.006 0.021 -0.002
H -1.775 0.773 7.302 -0.016 -0.005 0.008
H -1.704 1.104 4.809 0.015 -0.036 -0.066
H -4.563 0.886 5.868 0.024 -0.004 0.059
H -4.046 1.841 4.478 0.029 0.004 0.003
H -3.503 2.285 6.106 -0.002 -0.011 0.011
H -3.522 -1.041 4.734 -0.008 -0.020 0.006
C -3.584 3.534 -4.447 0.078 -0.063 0.009
C -4.722 2.592 -4.084 0.036 0.236 0.036
C -6.066 3.307 -4.071 -0.064 -0.085 0.030
O -4.473 1.970 -2.826 -0.068 -0.128 -0.032
H -3.507 4.338 -3.709 -0.049 0.031 -0.017
H -2.635 2.998 -4.455 -0.029 -0.010 -0.023
H -3.739 3.983 -5.429 -0.005 0.004 0.007
H -4.754 1.773 -4.804 0.021 -0.059 0.033
H -6.063 4.105 -3.322 0.036 0.039 -0.032
H -6.866 2.612 -3.813 0.016 -0.013 -0.022
H -6.288 3.750 -5.043 0.011 0.009 0.005
H -4.426 2.658 -2.155 0.039 0.015 0.010
C -3.211 -3.470 10.942 0.011 0.098 0.047
C -3.039 -3.039 9.493 0.080 -0.243 0.048
C -3.210 -4.206 8.532 0.003 0.059 -0.090
O -1.772 -2.415 9.301 -0.078 0.119 0.001
H -2.454 -4.213 11.208 -0.026 -0.047 -0.031
H -3.089 -2.618 11.611 -0.019 0.008 -0.022
H -4.195 -3.909 11.111 0.007 -0.012 -0.007
H -3.774 -2.267 9.257 0.029 0.056 -0.013
H -2.453 -4.971 8.726 -0.024 -0.022 0.048
H -3.087 -3.874 7.501 -0.014 0.017 0.012
H -4.194 -4.665 8.637 0.007 -0.007 0.011
H -1.089 -3.065 9.496 0.024 -0.008 -0.017
C 5.310 -0.952 -0.031 -0.023 -0.023 0.078
C 5.330 0.313 0.808 0.149 -0.281 -0.078
C 6.745 0.711 1.198 -0.004 0.144 0.057
O 4.523 0.165 1.987 -0.042 0.146 0.048
H 5.719 -1.790 0.546 0.051 0.022 0.000
H 4.293 -1.212 -0.322 -0.003 0.042 -0.048
H 5.888 -0.844 -0.950 -0.080 -0.012 -0.075
H 4.868 1.124 0.243 -0.074 0.019 0.055
H 7.207 -0.076 1.800 0.009 -0.047 -0.052
H 6.740 1.627 1.793 -0.015 -0.004 -0.025
H 7.361 0.871 0.313 -0.005 -0.029 -0.011
H 4.901 -0.549 2.509 0.048 -0.058 -0.065
C 1.377 4.096 -4.930 -0.116 -0.052 -0.022
C 1.980 2.787 -4.437 0.289 0.108 -0.016
C 3.453 2.930 -4.083 0.004 -0.145 0.090
O 1.809 1.759 -5.405 -0.205 0.101 -0.098
H 1.889 4.431 -5.838 0.052 0.018 0.028
H 0.321 3.964 -5.175 0.004 -0.008 0.025
H 1.466 4.881 -4.177 0.016 -0.002 -0.002
H 1.433 2.442 -3.558 -0.024 -0.072 -0.014
H 4.026 3.231 -4.966 -0.015 0.057 -0.006
H 3.856 1.978 -3.735 0.000 -0.011 -0.007
H 3.602 3.682 -3.305 -0.004 0.017 -0.013
H 2.299 2.003 -6.197 0.100 -0.016 0.042
```
Forces are in eV/Å.

Output
* maximum force: 0.019 hartree/bohr
* energy relative to the best compared isomer or geometry (same formula, charge and spin): 0.0 kJ/mol
* LUMO energy: 1.848 eV
* spin multiplicity: 1
* total charge: -1
* HOMO level: -4.41 eV